[1]
Molecular formula: C10HF19
Method: DFT, the ωB97M-V functional and the def2-TZVPD basis

The geometry in ORCA input format:
```
! wB97M-V def2-TZVPD RIJCOSX def2/J DEFGRID3
* xyz 0 1
F 1.54336 1.05216 -1.26498
F -0.52243 1.87037 -1.46038
F 0.45200 0.90964 -3.10424
F 0.13436 -2.90284 -1.80385
F 1.85332 -1.79185 -0.94051
F 1.18938 -1.59559 -2.99729
F -2.58717 0.29939 -1.78204
F -1.59285 -0.75672 -3.47046
F -2.35140 -1.84462 -1.74144
F -2.46744 0.47087 2.43910
F -2.09950 -0.31769 4.47125
F 0.00263 1.23968 3.59911
F 0.80716 -0.85000 3.62762
F -1.07775 -2.74346 3.37001
F -3.08111 -2.22021 2.39604
F 0.13150 1.63225 1.01360
F 1.59525 -0.08563 1.10703
F -1.67450 -2.85555 0.38290
F 0.24930 -2.59837 1.18975
C 0.30240 0.82567 -1.81726
C 0.70314 -1.71736 -1.75435
C -1.68755 -0.71076 -2.14223
C -1.63122 -0.39846 3.12722
C -0.11080 0.04134 2.90184
C -1.69025 -1.83487 2.46594
C 0.27328 0.29643 1.30354
C -1.00006 -1.95444 1.06982
C -0.67488 -0.52059 0.32696
C -0.31803 -0.56397 -1.26647
H -1.58045 0.11865 0.22023
*
```

Summary:
molar mass	482.08	g/mol
highest occupied orbital energy	-13.196	eV
SMILES string	FC(F)(F)C(C1C(F)(F)C(F)(F)C(F)(F)C(F)(F)C1(F)F)(C(F)(F)F)C(F)(F)F
Kohn-Sham gap	13.3	eV
max |F|	4.16	eV Å⁻¹



[2]
Molecular formula: C11H10
Method: DFT, the ωB97M-V functional and the def2-TZVPD basis

The geometry in ORCA input format:
```
! wB97M-V def2-TZVPD RIJCOSX def2/J DEFGRID3
* xyz 0 1
C -1.47199 0.04592 -0.42102
C -0.17838 -0.03169 -0.19699
C 3.22576 -1.43432 0.09061
C 3.43322 -0.08245 0.22616
C 1.80923 -1.20681 -0.08501
C 2.06509 0.27892 0.11411
C -2.58797 -0.50612 -0.74232
C 0.45397 -1.33920 -0.35477
C 0.89919 0.91709 0.01976
C -3.71633 -0.67347 0.28532
C 0.67008 2.36142 0.20793
H 3.98017 -2.22801 -0.10569
H 4.20782 0.50214 0.69826
H -2.80167 -0.56759 -1.77492
H -0.04686 -2.27664 -0.51497
H -3.23618 -1.00601 1.30141
H -4.50166 -1.31861 0.02172
H -4.11432 0.27666 0.50206
H 1.67239 2.96047 0.24228
H 0.13032 2.59550 1.12131
H 0.10813 2.73279 -0.63524
*
```

Summary:
molar mass	142.20	g/mol
highest occupied orbital energy	-7.529	eV
Kohn-Sham gap	7.9	eV
max |F|	3.96	eV Å⁻¹



[3]
Molecular formula: C11H10BF4I2NO2
Method: DFT, the ωB97M-V functional and the def2-TZVPD basis

The geometry in ORCA input format:
```
! wB97M-V def2-TZVPD RIJCOSX def2/J DEFGRID3
* xyz 0 1
C 3.09174 -1.47362 -0.49055
C 2.55361 -0.62708 -1.43467
C 1.45799 0.34166 -0.88677
C 1.83096 1.69039 -0.52981
N 0.84701 2.51046 -0.01437
C -0.45401 2.13500 0.19151
C -0.90671 0.81307 -0.16226
C -2.34370 0.28355 0.03562
I -2.48656 -1.25062 1.55701
C -3.42494 0.70960 -0.68159
C -4.81480 0.05013 -0.30987
I -3.20970 2.21047 -2.20374
C 0.07505 -0.15686 -0.73161
C -0.36424 -1.58248 -1.12442
O -1.14448 -1.69602 -2.04567
O 0.04720 -2.71012 -0.48838
H 2.38075 -1.89074 0.26863
H 4.18687 -1.69198 -0.43615
H 2.88221 -0.59042 -2.49690
H 2.86446 2.09698 -0.64689
H 1.15483 3.44917 0.25509
H -1.16249 2.87682 0.63512
H -4.93544 0.24292 0.79424
H -4.78240 -1.03763 -0.55212
H -5.66578 0.59541 -0.79966
H -0.30709 -3.48939 -0.96227
B 2.52751 -0.36318 2.65748
F 3.48193 0.28324 1.81256
F 1.23264 0.15932 2.37897
F 2.53494 -1.76227 2.40099
F 2.85266 -0.12577 4.01046
*
```

Summary:
molar mass	528.82	g/mol
highest occupied orbital energy	-9.336	eV
Kohn-Sham gap	7.6	eV
max |F|	3.88	eV Å⁻¹



[4]
Molecular formula: C11H10BrIrN
Method: DFT, the ωB97M-V functional and the def2-TZVPD basis

The geometry in ORCA input format:
```
! wB97M-V def2-TZVPD RIJCOSX def2/J DEFGRID3
* xyz -1 5
C -1.33287 -0.92523 -1.33446
C -1.52052 -2.00498 -0.45344
C -2.34804 -1.54226 0.65506
H -1.38225 -3.06389 -0.64495
C -2.37102 0.00144 0.53952
C -1.73855 0.28625 -0.74197
H -1.76432 1.26653 -1.22167
H -1.01584 -1.04561 -2.37394
H -3.20512 -2.08861 1.04194
H -3.09169 0.62152 1.10086
Ir -1.08673 -0.63477 1.90131
Br 0.79134 -2.06123 1.71936
C 2.35312 1.14941 0.39533
C 1.42575 1.88063 -0.45011
C 1.52952 1.34655 -1.77452
H 0.69501 2.60705 -0.06498
C 2.32322 0.15778 -1.67918
C 2.99617 0.17062 -0.41996
H 3.78636 -0.47950 -0.06328
H 2.44071 1.23835 1.48690
H 0.95163 1.71317 -2.62508
H 2.63138 -0.41368 -2.54398
N -0.38610 1.23572 4.25009
C -0.68114 0.58476 3.30116
*
```

Summary:
molar mass	428.33	g/mol
highest occupied orbital energy (alpha / beta)	-3.163 / -4.358	eV
⟨S²⟩	6.06
Kohn-Sham gap (alpha / beta)	6.4 / 5.5	eV
max |F|	5.39	eV Å⁻¹



Question: What is the max |F| in the second record?
Answer: 3.96 eV Å⁻¹



Question: Among the records above, which one has the lowest molar mass?
Answer: C11H10